Density functional theory data (the ωB97M-V functional and the def2-TZVPD basis) for a cluster of 10 separate species, C48H122N6O16 in total.

Properties
Relative energy (zero: lowest compared OMol25 entry of this formula, charge and spin) in kcal per mole: 213.37
SMILES: COCCNCCOC.COCCNCCOC.COCCNCCOC.COCCNCCOC.COCCNCCOC.COCCNCCOC.CC(C)O.CC(C)O.CC(C)O.CC(C)O
Spin multiplicity: 1
DFT total energy in a.u.: -3433.75766
Orbital gap in eV: 8.768
E_HOMO in eV: -8.27

Each line ends with the Mulliken charge.
CARTESIAN COORDINATES (ANGSTROEM)
C  2.996  -5.141  3.961  -0.882
O  3.027  -6.047  5.045  -0.353
C  4.297  -5.978  5.744  -0.516
C  4.214  -7.220  6.748  -0.748
N  3.913  -8.527  6.034  -0.287
C  3.624  -9.673  6.822  -0.220
C  2.715  -10.631  6.016  -0.736
O  2.764  -12.015  6.451  -0.348
C  3.775  -12.689  5.728  -0.714
H  3.164  -4.130  4.332  0.305
H  1.989  -5.120  3.546  0.306
H  3.600  -5.484  3.122  0.344
H  4.511  -5.111  6.370  0.387
H  5.049  -6.243  5.001  0.332
H  3.496  -6.903  7.505  0.366
H  5.166  -7.328  7.270  0.404
H  3.221  -8.334  5.323  0.214
H  3.135  -9.415  7.762  0.253
H  4.506  -10.213  7.165  0.230
H  2.910  -10.536  4.947  0.418
H  1.677  -10.308  6.098  0.362
H  3.614  -13.767  5.734  0.261
H  4.785  -12.504  6.093  0.272
H  3.837  -12.347  4.695  0.302
C  4.465  5.125  -4.565  -0.595
O  5.110  4.240  -3.635  -0.384
C  4.860  4.113  -2.215  -0.741
C  3.419  3.684  -1.849  -0.453
N  2.372  4.651  -2.364  -0.003
C  1.732  5.559  -1.351  -1.314
C  0.696  4.774  -0.528  0.682
O  0.254  5.507  0.579  -0.515
C  -0.760  4.892  1.275  -0.214
H  4.545  6.142  -4.179  0.277
H  3.441  4.840  -4.806  0.210
H  4.936  5.068  -5.546  0.235
H  5.104  5.137  -1.931  0.399
H  5.567  3.500  -1.656  0.245
H  3.286  3.496  -0.784  0.427
H  3.389  2.685  -2.284  0.273
H  1.679  4.328  -3.024  0.272
H  1.220  6.423  -1.775  0.415
H  2.488  6.019  -0.716  0.354
H  1.089  3.889  -0.027  0.134
H  -0.017  4.489  -1.302  -0.088
H  -0.521  3.854  1.505  0.141
H  -1.672  4.866  0.679  -0.007
H  -1.056  5.411  2.187  0.323
C  5.016  -0.190  -1.441  -0.736
O  5.981  0.885  -1.680  -0.240
C  7.380  0.570  -1.605  -0.559
C  7.828  -0.227  -2.890  -0.610
N  9.177  -0.871  -2.595  -0.290
C  9.782  -1.665  -3.637  -0.813
C  11.011  -2.511  -3.222  -0.553
O  12.071  -1.624  -2.773  -0.320
C  13.312  -2.369  -2.547  -0.766
H  5.302  -0.762  -0.559  0.403
H  4.885  -0.909  -2.250  0.323
H  4.074  0.272  -1.147  0.084
H  7.603  -0.048  -0.736  0.329
H  8.007  1.461  -1.568  0.333
H  7.971  0.411  -3.762  0.360
H  7.006  -0.757  -3.370  0.390
H  9.883  -0.186  -2.368  0.222
H  10.036  -1.093  -4.530  0.369
H  8.990  -2.318  -4.003  0.432
H  11.431  -3.164  -3.987  0.419
H  10.612  -3.235  -2.512  0.319
H  14.115  -1.675  -2.299  0.262
H  13.741  -3.028  -3.302  0.307
H  13.092  -3.013  -1.696  0.318
C  -1.947  1.539  0.820  -1.157
O  -0.586  1.326  0.398  -0.519
C  -0.425  1.194  -1.080  -0.156
C  1.028  0.842  -1.503  -0.047
N  1.588  -0.261  -0.659  0.042
C  0.840  -1.551  -0.853  -0.804
C  1.522  -2.887  -0.466  0.131
O  1.109  -3.232  0.844  -0.340
C  1.515  -2.329  1.840  -0.260
H  -2.043  1.807  1.872  0.495
H  -2.723  0.788  0.670  0.339
H  -2.443  2.312  0.233  0.325
H  -0.601  2.207  -1.440  0.340
H  -1.022  0.396  -1.521  0.411
H  1.790  1.617  -1.426  -0.793
H  1.062  0.631  -2.572  0.556
H  1.500  0.051  0.298  0.250
H  0.545  -1.615  -1.900  0.597
H  -0.050  -1.529  -0.225  0.329
H  2.604  -2.822  -0.580  0.185
H  1.196  -3.705  -1.108  -0.414
H  2.324  -1.669  1.528  0.296
H  1.917  -2.913  2.669  -0.158
H  0.760  -1.633  2.205  0.181
C  -4.028  3.325  -3.622  -0.748
O  -3.088  4.055  -2.730  -0.371
C  -3.599  4.855  -1.709  0.463
C  -4.893  5.666  -2.064  -1.267
N  -5.246  6.798  -1.173  -0.378
C  -5.810  6.377  0.143  -0.248
C  -7.063  5.358  0.127  -0.559
O  -6.635  4.036  -0.258  -0.408
C  -6.009  3.354  0.859  -0.573
H  -3.755  3.299  -4.677  0.283
H  -5.099  3.519  -3.676  0.300
H  -4.011  2.240  -3.518  0.125
H  -2.885  5.593  -1.343  0.254
H  -4.044  4.267  -0.906  -0.136
H  -5.741  5.025  -2.304  0.395
H  -4.581  6.143  -2.994  0.554
H  -4.572  7.548  -1.125  0.297
H  -6.028  7.376  0.521  0.312
H  -4.995  6.043  0.784  0.197
H  -7.808  5.626  -0.622  0.374
H  -7.657  5.420  1.038  0.220
H  -6.754  3.206  1.640  0.356
H  -5.191  3.931  1.290  0.177
H  -5.636  2.376  0.554  0.148
C  -6.697  10.471  5.391  -0.799
O  -7.261  9.100  5.286  -0.317
C  -7.849  8.779  3.990  -0.458
C  -8.315  7.236  4.139  -0.940
N  -7.206  6.267  3.901  -0.046
C  -6.449  6.173  5.188  -0.702
C  -5.471  4.857  5.379  -0.681
O  -4.324  4.759  4.539  -0.268
C  -3.701  3.539  4.598  -0.648
H  -6.564  10.951  6.361  0.269
H  -7.296  11.189  4.832  0.302
H  -5.748  10.450  4.856  0.324
H  -7.137  8.886  3.172  0.304
H  -8.707  9.407  3.747  0.462
H  -8.823  7.006  3.203  0.454
H  -9.086  6.895  4.830  0.395
H  -7.363  5.436  3.350  0.168
H  -7.185  6.170  5.991  0.405
H  -5.875  7.082  5.370  0.289
H  -6.078  3.954  5.320  0.419
H  -5.290  5.022  6.442  0.318
H  -4.384  2.872  4.072  0.236
H  -3.693  3.164  5.622  0.396
H  -2.751  3.531  4.065  0.166
C  0.816  -7.957  -2.508  -1.402
C  0.922  -6.582  -1.983  0.561
C  2.379  -6.265  -1.843  -0.946
O  0.288  -5.838  -3.019  -0.484
H  1.119  -8.662  -1.734  0.401
H  1.337  -8.105  -3.453  0.294
H  -0.191  -8.283  -2.769  0.424
H  0.447  -6.372  -1.025  0.299
H  2.743  -6.136  -2.862  0.322
H  2.962  -6.943  -1.219  0.378
H  2.454  -5.324  -1.298  0.062
H  -0.652  -5.983  -3.153  0.039
C  -2.139  -0.034  -4.737  0.036
C  -2.062  -0.189  -6.215  0.552
C  -1.499  1.068  -6.875  -1.409
O  -1.214  -1.307  -6.433  -0.515
H  -1.221  0.210  -4.202  0.066
H  -2.202  -0.987  -4.211  -0.022
H  -2.809  0.764  -4.417  -0.128
H  -3.061  -0.306  -6.636  0.216
H  -1.437  0.866  -7.945  0.389
H  -0.478  1.283  -6.560  0.303
H  -2.186  1.900  -6.721  0.342
H  -1.399  -1.694  -7.292  0.344
C  -1.973  -4.166  -5.168  -1.564
C  -2.543  -4.517  -3.687  0.532
C  -1.935  -3.598  -2.568  -1.216
O  -3.977  -4.391  -3.692  -0.564
H  -1.021  -3.637  -5.207  0.285
H  -2.655  -3.596  -5.798  0.512
H  -1.862  -5.149  -5.626  0.484
H  -2.161  -5.505  -3.430  0.312
H  -2.309  -3.857  -1.577  0.453
H  -2.308  -2.589  -2.744  0.154
H  -0.848  -3.543  -2.510  0.299
H  -4.183  -4.644  -4.595  0.343
C  -3.426  -1.995  1.843  -1.375
C  -4.681  -1.048  1.793  1.809
C  -5.994  -1.618  1.138  -1.286
O  -5.130  -0.513  2.978  -0.548
H  -2.608  -1.347  2.158  0.377
H  -3.192  -2.470  0.890  0.136
H  -3.647  -2.742  2.605  0.464
H  -4.252  -0.164  1.321  -0.679
H  -6.440  -2.496  1.605  0.367
H  -5.621  -2.248  0.330  0.332
H  -6.749  -0.904  0.811  0.302
H  -4.399  -0.567  3.598  0.297

---

Density functional theory data (the ωB97M-V functional and the def2-TZVPD basis) for the ion C4HClNO3S with charge -1.

Properties
Relative energy (zero: lowest compared OMol25 entry of this formula, charge and spin) in kcal per mole: 93.70
Total charge: -1
Spin multiplicity: 1
DFT total energy in a.u.: -1291.81225
Orbital gap in eV: 6.384
E_HOMO in eV: -3.26

Each line ends with the Mulliken charge.
CARTESIAN COORDINATES (ANGSTROEM)
C  -0.053  -0.209  0.774  -0.543
C  -0.940  1.363  -1.537  -0.070
C  -0.204  -1.318  -1.394  0.536
C  0.726  0.423  1.755  0.872
N  0.179  -0.867  -0.262  -0.093
O  0.869  -0.349  2.924  -0.490
O  -0.170  -2.406  -1.924  -0.634
O  1.039  1.599  1.785  -0.602
S  -0.539  0.165  -2.619  -0.128
Cl  -1.432  2.831  -2.265  -0.163
H  0.525  -1.234  2.763  0.315

---

Density functional theory data (the ωB97M-V functional and the def2-TZVPD basis) for the ion C5H11N2O3 with charge +1.

Properties
Relative energy (zero: lowest compared OMol25 entry of this formula, charge and spin) in kcal per mole: 0.00
Expectation value of S²: 2.008
Total charge: +1
Spin multiplicity: 3
DFT total energy in a.u.: -531.87749
Orbital gap (alpha / beta) in eV: 4.923 / 3.811
E_HOMO (alpha / beta) in eV: -8.63 / -12.71

Each line ends with the Mulliken charge.
CARTESIAN COORDINATES (ANGSTROEM)
C  -1.336  1.720  -0.102  0.383
C  2.231  -0.632  -0.258  -0.336
C  1.154  0.224  -1.097  -0.613
C  -1.165  0.123  -0.248  0.525
C  -1.981  -2.032  -0.018  -0.716
N  -1.442  2.228  1.102  -0.413
N  2.407  0.054  0.932  -0.126
O  -1.178  2.313  -1.128  -0.573
O  -0.219  -0.404  -0.879  -0.406
O  -2.080  -0.615  0.201  -0.333
H  1.767  -1.629  -0.109  0.349
H  3.108  -0.752  -0.865  0.334
H  1.238  1.244  -0.831  0.467
H  1.267  0.144  -2.114  0.384
H  -2.987  -2.458  0.186  0.284
H  -1.140  -2.493  0.545  0.256
H  -1.796  -2.287  -1.039  0.318
H  -1.646  1.623  1.965  0.276
H  -1.652  3.244  0.985  0.291
H  2.392  -0.486  1.804  0.333
H  3.056  0.871  0.968  0.316